(1)
# C9H21B3NO3P

2 unconnected molecules or ions with the total composition C9H21B3NO3P (ωB97M-V/def2-TZVPD, the OMol25 dataset).

Summary:
Structure (SMILES)   CCCB1OBOB(P(C)C)O1.CCCC#N
HOMO   -8.207 eV
Largest force on an atom   0.7 eV Å⁻¹
LUMO level   0.0249 Ha
HOMO-LUMO gap   8.88 eV
DFT total energy   -28631.3901 eV

Last column: natural (NBO) charge in e.
Atoms and positions in Å:
1 C -0.174 6.764 -0.417  -0.610
2 C -1.061 6.033 0.607  -0.387
3 C -0.543 4.632 0.958  -0.784
4 B -0.725 3.569 -0.173  1.185
5 O -1.165 3.910 -1.444  -0.895
6 B -0.773 3.125 -2.502  0.992
7 O -0.358 1.831 -2.277  -0.898
8 B -0.018 1.443 -0.989  0.861
9 P 1.064 -0.101 -0.591  0.473
10 C -0.247 -1.371 -0.326  -0.898
11 C 1.760 -0.577 -2.225  -0.916
12 O -0.429 2.234 0.066  -0.896
13 H -0.748 7.157 -1.254  0.214
14 H 0.595 6.101 -0.817  0.197
15 H 0.349 7.603 0.045  0.206
16 H -1.097 6.624 1.525  0.199
17 H -2.090 5.976 0.251  0.202
18 H -1.050 4.245 1.848  0.243
19 H 0.527 4.686 1.193  0.239
20 H -0.766 3.560 -3.608  -0.106
21 H -0.935 -1.444 -1.168  0.223
22 H 0.190 -2.347 -0.128  0.238
23 H -0.823 -1.055 0.547  0.231
24 H 2.269 0.281 -2.664  0.232
25 H 2.509 -1.350 -2.050  0.228
26 H 1.021 -0.966 -2.927  0.225
27 C 0.177 -5.159 2.751  -0.614
28 C 0.099 -6.507 2.046  -0.378
29 C 0.647 -6.458 0.615  -0.510
30 C -0.102 -5.518 -0.220  0.293
31 N -0.714 -4.784 -0.858  -0.341
32 H -0.427 -4.410 2.238  0.217
33 H -0.190 -5.238 3.774  0.218
34 H 1.205 -4.795 2.791  0.205
35 H -0.936 -6.854 2.020  0.209
36 H 0.671 -7.252 2.601  0.209
37 H 0.596 -7.440 0.144  0.250
38 H 1.693 -6.147 0.619  0.243

=====

(2)
# C9H21ClDyI2N2OPS

A molecular structure, C9H21ClDyI2N2OPS in a non-equilibrium geometry (ωB97M-V/def2-TZVPD, the OMol25 dataset).

Summary:
HOMO (alpha / beta)   -13.468 / -13.468 eV
Energy relative to the best compared isomer or geometry (same formula, charge and spin)   0.000 eV
Largest force on an atom   5.6 eV Å⁻¹
LUMO level (alpha / beta)   -0.2994 / -0.2970 Ha
HOMO-LUMO gap (alpha / beta)   5.32 / 5.39 eV
DFT total energy   -87619.5629 eV
Total charge   +2
Spin multiplicity   6

Last column: Löwdin charge in e.
Atoms and positions in Å:
1 I 6.126 1.144 -3.531  0.073
2 I 5.960 -1.552 -3.505  0.067
3 Dy -0.352 -0.128 -1.285  0.997
4 P -0.753 0.035 -4.085  0.668
5 C 0.384 0.053 -5.492  -0.255
6 C -1.868 -1.367 -4.486  -0.255
7 H -2.676 1.462 -3.695  0.032
8 H -2.305 1.318 -5.458  0.074
9 H -1.310 2.372 -4.390  0.057
10 C -1.878 1.435 -4.450  -0.253
11 H -2.663 -1.428 -3.731  0.031
12 H -2.299 -1.218 -5.487  0.074
13 H -0.176 0.062 -6.441  0.078
14 H 1.030 -0.834 -5.439  0.061
15 H -1.291 -2.301 -4.462  0.057
16 H 1.023 0.943 -5.419  0.061
17 C 1.797 -0.009 -2.438  -0.154
18 O 2.906 0.012 -2.743  0.041
19 Cl -2.804 -0.020 -1.025  -0.095
20 C -1.042 -2.127 4.861  -0.072
21 C 0.117 -1.581 4.060  -0.223
22 N -0.362 -1.033 2.745  0.012
23 C 0.291 0.022 2.168  -0.737
24 S 1.292 -0.221 0.744  0.572
25 N 0.185 1.251 2.661  0.048
26 C -0.210 1.605 4.046  -0.192
27 C 0.980 2.099 4.840  -0.061
28 H -1.825 -1.370 4.957  0.081
29 H -0.672 -2.413 5.854  0.097
30 H -1.479 -3.003 4.368  0.088
31 H 0.649 -0.784 4.596  0.106
32 H 0.841 -2.387 3.877  0.132
33 H -0.444 -1.811 2.075  0.128
34 H 0.656 1.972 2.093  0.152
35 H -0.960 2.404 4.003  0.136
36 H -0.691 0.725 4.485  0.104
37 H 1.442 2.972 4.363  0.090
38 H 0.633 2.380 5.840  0.099
39 H 1.750 1.324 4.925  0.082

=====

(3)
# C9H21ClN3O7

4 unconnected molecules or ions with the total composition C9H21ClN3O7 in a non-equilibrium geometry (ωB97M-V/def2-TZVPD, the OMol25 dataset).

Summary:
HOMO   -5.778 eV
Energy relative to the best compared isomer or geometry (same formula, charge and spin)   1.135 eV
Largest force on an atom   6.3 eV Å⁻¹
LUMO level   0.0885 Ha
HOMO-LUMO gap   8.19 eV
DFT total energy   -40993.0878 eV
Total charge   -1

Last column: natural (NBO) charge in e.
Atoms and positions in Å:
1 Cl 2.895 -0.239 1.941  2.533
2 O 3.575 -1.025 0.987  -0.878
3 O 1.531 -0.270 1.476  -0.897
4 O 2.951 -0.731 3.319  -0.869
5 O 3.481 1.119 1.904  -0.888
6 C 2.743 3.231 -7.746  -0.725
7 C 3.191 2.218 -6.608  0.680
8 O 4.176 1.482 -6.569  -0.629
9 N 2.270 2.147 -5.636  -0.612
10 C 2.329 1.431 -4.312  -0.429
11 H 3.509 3.084 -8.507  0.233
12 H 2.598 4.299 -7.579  0.228
13 H 1.817 2.820 -8.146  0.221
14 H 1.491 2.790 -5.641  0.380
15 H 1.588 0.638 -4.213  0.208
16 H 2.140 2.225 -3.589  0.204
17 H 3.306 1.145 -3.923  0.240
18 C -3.634 -7.496 2.145  -0.705
19 C -3.221 -6.284 2.859  0.642
20 O -3.800 -5.276 2.775  -0.616
21 N -1.962 -6.246 3.222  -0.595
22 C -1.325 -5.105 3.871  -0.422
23 H -2.904 -7.893 1.440  0.225
24 H -4.540 -7.237 1.596  0.239
25 H -3.817 -8.258 2.903  0.216
26 H -1.409 -7.090 3.204  0.376
27 H -2.078 -4.719 4.557  0.208
28 H -1.256 -4.329 3.109  0.224
29 H -0.437 -5.467 4.389  0.208
30 C -2.723 2.836 2.065  -0.706
31 C -1.928 4.135 1.902  0.676
32 O -2.493 5.118 1.394  -0.652
33 N -0.667 4.120 2.445  -0.618
34 C 0.182 5.272 2.553  -0.424
35 H -2.334 2.248 2.896  0.215
36 H -2.439 2.262 1.183  0.237
37 H -3.794 2.990 2.190  0.235
38 H -0.298 3.199 2.637  0.414
39 H 1.061 5.101 3.175  0.217
40 H -0.248 6.243 2.799  0.211
41 H 0.471 5.512 1.530  0.195

=====

(4)
# C9H21CsN3O3

A molecular structure, C9H21CsN3O3 in a non-equilibrium geometry (ωB97M-V/def2-TZVPD, the OMol25 dataset).

Summary:
HOMO   -11.040 eV
Energy relative to the best compared isomer or geometry (same formula, charge and spin)   8.792 eV
Largest force on an atom   10.4 eV Å⁻¹
LUMO level   -0.0881 Ha
HOMO-LUMO gap   8.64 eV
DFT total energy   -20823.2745 eV
Total charge   +1

Last column: Löwdin charge in e.
Atoms and positions in Å:
1 Cs 1.202 0.246 -0.048  2.309
2 C 0.053 0.033 -2.347  -0.200
3 C -0.206 -1.405 -1.969  -0.525
4 O 0.261 -1.681 -0.859  -0.337
5 N -0.833 -2.211 -2.867  0.078
6 C -1.233 -3.667 -2.814  -0.034
7 H -0.107 0.197 -3.413  0.095
8 H 1.114 0.247 -2.222  -0.017
9 H -0.388 0.867 -1.802  0.036
10 H -1.177 -1.837 -3.740  0.139
11 H -0.890 -4.383 -2.068  0.088
12 H -1.059 -4.194 -3.753  0.086
13 H -2.299 -3.790 -2.625  0.080
14 C 3.080 3.935 1.016  0.029
15 C 2.724 2.496 1.371  -0.554
16 O 2.740 1.664 0.482  -0.485
17 N 2.417 2.190 2.672  0.021
18 C 2.301 0.884 3.229  -0.083
19 H 3.954 3.978 0.365  0.099
20 H 3.140 4.563 1.905  0.080
21 H 2.168 4.291 0.537  0.091
22 H 2.387 2.930 3.359  0.143
23 H 2.023 0.959 4.281  0.101
24 H 3.106 0.172 3.051  0.105
25 H 1.384 0.435 2.847  0.046
26 C -1.643 -2.338 0.905  0.030
27 C -1.443 -0.851 0.737  -0.538
28 O -0.399 -0.258 1.107  -0.559
29 N -2.555 -0.291 0.232  0.046
30 C -2.915 1.130 -0.079  -0.015
31 H -1.189 -2.711 -0.013  0.060
32 H -2.687 -2.628 1.026  0.097
33 H -0.943 -2.668 1.673  0.107
34 H -3.317 -0.939 0.093  0.133
35 H -1.955 1.644 -0.129  0.067
36 H -3.351 1.549 0.828  0.090
37 H -3.465 1.442 -0.967  0.094

=====

(5)
# C9H21N2O

A gas-phase ion, C9H21N2O (charge +1) in a non-equilibrium geometry (ωB97M-V/def2-TZVPD, the OMol25 dataset).

Summary:
HOMO (alpha / beta)   -9.803 / -13.848 eV
Energy relative to the best compared isomer or geometry (same formula, charge and spin)   0.000 eV
Largest force on an atom   7.7 eV Å⁻¹
LUMO level (alpha / beta)   -0.0921 / -0.2598 Ha
HOMO-LUMO gap (alpha / beta)   7.30 / 6.78 eV
DFT total energy   -14688.3222 eV
Total charge   +1
Spin multiplicity   3

Last column: natural (NBO) charge in e.
Atoms and positions in Å:
1 C -0.584 3.148 -1.079  -0.437
2 C -0.129 -1.927 -2.595  -0.607
3 C 1.455 -1.343 -0.794  -0.658
4 C 0.377 -3.520 -0.638  -0.676
5 C -0.983 -1.041 0.974  0.057
6 C 0.220 0.665 2.372  -0.461
7 C -0.121 3.454 1.197  -0.436
8 C -1.086 1.381 0.372  -0.083
9 C 0.149 -2.094 -1.058  0.275
10 N -0.685 0.384 1.181  -0.132
11 N -0.641 2.581 0.246  -0.143
12 O -1.053 -1.418 -0.416  -0.556
13 H -0.883 4.127 -1.065  0.227
14 H -1.355 2.675 -1.754  0.235
15 H -1.156 -2.105 -2.969  0.241
16 H -0.078 -0.762 -2.784  0.204
17 H 0.606 -2.470 -3.079  0.215
18 H 1.836 -1.444 0.227  0.203
19 H 1.487 -0.189 -0.878  0.214
20 H 2.148 -1.970 -1.374  0.246
21 H -0.512 -3.905 -0.060  0.242
22 H 0.467 -4.173 -1.513  0.242
23 H 1.246 -3.683 -0.034  0.221
24 H -2.075 -1.099 1.449  0.244
25 H -0.156 -1.760 1.416  0.226
26 H 0.354 2.932 -1.649  0.246
27 H -0.386 1.314 3.095  0.236
28 H 0.479 -0.314 2.757  0.238
29 H 1.125 1.257 2.350  0.243
30 H -0.565 4.381 1.037  0.242
31 H 0.951 3.572 1.105  0.238
32 H -0.132 3.045 2.237  0.226
33 H -1.722 1.027 -0.497  0.229

=====

(6)
# C9H21N3O3

3 unconnected molecules or ions with the total composition C9H21N3O3 in a non-equilibrium geometry (ωB97M-V/def2-TZVPD, the OMol25 dataset).

Summary:
Structure (SMILES)   CN(C)C=O.CN(C)C=O.CN(C)C=O
HOMO   -9.124 eV
Energy relative to the best compared isomer or geometry (same formula, charge and spin)   1.717 eV
Largest force on an atom   1.6 eV Å⁻¹
LUMO level   0.0148 Ha
HOMO-LUMO gap   9.53 eV
DFT total energy   -20285.8194 eV

Last column: natural (NBO) charge in e.
Atoms and positions in Å:
1 C -15.197 -8.906 22.095  0.538
2 O -16.311 -9.242 22.447  -0.627
3 N -14.837 -7.700 21.654  -0.433
4 C -13.642 -7.552 20.838  -0.405
5 C -15.743 -6.591 21.707  -0.433
6 H -14.325 -9.574 22.151  0.110
7 H -13.052 -8.456 20.727  0.228
8 H -13.004 -6.749 21.215  0.199
9 H -13.938 -7.219 19.839  0.188
10 H -15.522 -5.884 22.516  0.200
11 H -15.848 -5.990 20.804  0.201
12 H -16.742 -6.931 21.984  0.235
13 C -22.259 -8.624 22.194  0.529
14 O -23.248 -8.756 21.514  -0.616
15 N -21.067 -8.197 21.730  -0.436
16 C -19.864 -8.573 22.447  -0.404
17 C -21.012 -7.882 20.297  -0.418
18 H -22.277 -8.869 23.261  0.107
19 H -19.517 -9.578 22.191  0.197
20 H -20.002 -8.497 23.523  0.212
21 H -19.055 -7.905 22.151  0.203
22 H -19.958 -7.781 20.051  0.199
23 H -21.489 -8.622 19.655  0.215
24 H -21.594 -6.967 20.184  0.213
25 C -10.801 -8.965 17.307  0.523
26 O -10.635 -9.578 18.357  -0.636
27 N -11.967 -9.020 16.644  -0.422
28 C -12.187 -8.363 15.366  -0.408
29 C -13.093 -9.800 17.158  -0.416
30 H -10.083 -8.300 16.809  0.115
31 H -12.313 -9.123 14.594  0.197
32 H -11.439 -7.609 15.136  0.216
33 H -13.142 -7.827 15.398  0.195
34 H -13.699 -10.110 16.306  0.199
35 H -12.785 -10.641 17.761  0.242
36 H -13.687 -9.051 17.692  0.195